{
  "formula": "C12H8AsN3O2RuS4",
  "method": "ωB97M-V/def2-TZVPD",
  "symbols": ["Ru", "O", "C", "N", "C", "O", "C", "C", "C", "C", "C", "N", "C", "C", "C", "C", "C", "N", "H", "H", "H", "H", "H", "H", "H", "H", "S", "As", "S", "S", "S"],
  "positions_angstrom": [[1.34, 0.84, -0.08], [0.49, -3.38, 0.23], [0.61, -2.20, -0.05], [0.62, -1.11, 0.77], [0.02, -1.16, 1.98], [-0.29, -2.12, 2.67], [-0.39, 0.23, 2.47], [-0.65, 0.42, 3.82], [-1.10, 1.66, 4.24], [-1.31, 2.65, 3.30], [-1.02, 2.37, 1.97], [-0.56, 1.19, 1.57], [0.70, -1.82, -1.52], [1.04, -2.78, -2.47], [1.03, -2.42, -3.80], [0.66, -1.13, -4.16], [0.34, -0.24, -3.15], [0.37, -0.57, -1.86], [-0.50, -0.41, 4.50], [-1.30, 1.85, 5.29], [-1.67, 3.63, 3.58], [-1.15, 3.12, 1.20], [1.30, -3.77, -2.12], [1.31, -3.14, -4.56], [0.63, -0.82, -5.19], [0.07, 0.79, -3.38], [3.63, -0.17, 0.97], [4.59, 1.36, -0.17], [3.02, 1.60, -1.68], [2.03, 2.93, 1.53], [3.97, 3.17, 1.37]],
  "lowdin_spin": [3.325, 0.010, 0.008, 0.074, 0.007, 0.010, 0.011, 0.000, 0.006, 0.000, 0.012, 0.044, 0.013, -0.001, 0.008, 0.000, 0.015, 0.059, 0.000, 0.000, 0.000, 0.002, 0.000, 0.001, 0.000, 0.002, 0.184, 0.056, 0.165, 0.571, 0.417],
  "e_lumo_ha": [0.1050, 0.0569],
  "homo_ev": [-3.8, -4.3],
  "spin_multiplicity": 6,
  "charge": -1,
  "total_energy_ev": -127903.883,
  "s_squared": 8.770,
  "gap_ev": [6.64, 5.87]
}

***

{
  "formula": "C12H8BBrF4NO2OsS",
  "method": "ωB97M-V/def2-TZVPD",
  "symbols": ["Os", "S", "C", "C", "C", "C", "C", "N", "H", "H", "H", "H", "Br", "C", "C", "C", "C", "C", "C", "C", "O", "O", "H", "H", "H", "H", "F", "B", "F", "F", "F"],
  "positions_angstrom": [[0.68, 0.10, -0.58], [0.19, 1.08, -2.67], [0.22, 2.51, -1.62], [-0.17, 3.81, -1.85], [-0.02, 4.70, -0.79], [0.48, 4.29, 0.44], [0.82, 2.97, 0.61], [0.70, 2.13, -0.42], [-0.57, 4.11, -2.81], [-0.31, 5.74, -0.93], [0.59, 4.99, 1.26], [1.20, 2.55, 1.53], [-0.38, -2.82, -3.07], [-0.15, -2.96, -1.20], [-0.92, -3.81, -0.44], [-0.69, -3.90, 0.92], [0.30, -3.15, 1.56], [1.07, -2.29, 0.81], [0.84, -2.17, -0.59], [2.03, -1.35, 1.45], [2.67, -1.51, 2.44], [2.07, -0.17, 0.72], [-1.70, -4.40, -0.91], [-1.31, -4.56, 1.51], [0.45, -3.21, 2.63], [1.67, -1.83, -1.24], [-1.61, -0.49, -0.69], [-2.05, -0.18, 0.69], [-0.80, 0.49, 1.17], [-3.06, 0.69, 0.68], [-2.21, -1.34, 1.38]],
  "lowdin_spin": [3.042, 0.237, 0.058, 0.009, 0.028, 0.004, 0.019, 0.021, 0.000, 0.001, 0.000, 0.001, 0.006, 0.005, 0.008, -0.004, 0.008, 0.014, 0.038, 0.023, 0.035, 0.216, 0.001, 0.000, 0.001, 0.019, 0.099, 0.005, 0.102, 0.003, 0.002],
  "e_lumo_ha": [-0.2040, -0.2537],
  "homo_ev": [-13.0, -13.2],
  "spin_multiplicity": 5,
  "charge": 1,
  "total_energy_ev": -113047.042,
  "s_squared": 6.022,
  "gap_ev": [7.41, 6.25]
}

***

{
  "formula": "C12H8BrCuNO2S",
  "method": "ωB97M-V/def2-TZVPD",
  "symbols": ["Cu", "O", "C", "O", "C", "C", "C", "C", "C", "C", "S", "H", "H", "H", "H", "Br", "C", "C", "C", "C", "N", "C", "H", "H", "H", "H"],
  "positions_angstrom": [[-0.14, 0.01, -1.16], [3.86, -0.32, -1.44], [2.73, -0.24, -0.94], [1.67, -0.09, -1.64], [2.66, -0.18, 0.60], [3.92, -0.01, 1.20], [4.12, 0.06, 2.56], [3.01, -0.04, 3.40], [1.76, -0.21, 2.85], [1.53, -0.29, 1.45], [-0.17, -0.52, 1.01], [4.76, 0.05, 0.52], [5.11, 0.20, 2.97], [3.12, 0.01, 4.48], [0.89, -0.30, 3.49], [-5.16, 2.24, -0.16], [-4.09, 1.01, -1.12], [-4.67, -0.06, -1.77], [-3.84, -0.90, -2.48], [-2.47, -0.66, -2.48], [-1.91, 0.34, -1.79], [-2.72, 1.18, -1.14], [-5.74, -0.21, -1.74], [-4.23, -1.75, -3.02], [-1.79, -1.29, -3.04], [-2.24, 1.99, -0.60]],
  "lowdin_charge": [0.151, -0.022, -0.614, -0.151, -0.129, -0.059, -0.122, -0.129, -0.174, -0.606, 0.550, 0.100, 0.083, 0.086, 0.072, 0.727, -0.670, -0.126, -0.059, -0.117, -0.052, -0.170, 0.100, 0.105, 0.116, 0.112],
  "e_lumo_ha": 0.0860,
  "homo_ev": -3.6,
  "spin_multiplicity": 1,
  "charge": -1,
  "total_energy_ev": -143679.103,
  "e_above_lowest_kcal_mol": 2.9,
  "gap_ev": 5.94
}

***

{
  "formula": "C12H8Cl18Cr2O4",
  "method": "ωB97M-V/def2-TZVPD",
  "symbols": ["Cr", "Cr", "C", "C", "C", "O", "C", "C", "C", "O", "O", "O", "H", "H", "C", "Cl", "Cl", "Cl", "H", "C", "Cl", "Cl", "Cl", "H", "C", "Cl", "Cl", "Cl", "H", "C", "Cl", "Cl", "Cl", "H", "C", "Cl", "Cl", "Cl", "H", "C", "Cl", "Cl", "Cl", "H"],
  "positions_angstrom": [[-3.20, -1.96, -0.05], [4.01, 1.08, 0.48], [-0.21, 0.98, 0.38], [-1.12, -0.15, 0.13], [-0.45, -1.59, 0.01], [-1.26, -2.52, -0.12], [0.90, -1.76, 0.00], [1.67, -0.69, 0.31], [1.11, 0.73, 0.52], [1.86, 1.79, 0.46], [2.93, -0.93, 0.47], [-2.38, -0.11, 0.08], [-0.73, 1.92, 0.45], [1.24, -2.78, -0.02], [2.58, -1.24, -3.10], [3.71, -1.39, -4.47], [1.39, -2.55, -3.26], [1.64, 0.31, -3.08], [3.08, -1.39, -2.14], [2.86, -4.01, 2.57], [3.10, -3.84, 4.30], [1.20, -4.43, 2.01], [4.03, -5.19, 2.09], [3.14, -3.10, 2.04], [0.73, 4.46, 2.20], [-0.10, 3.11, 3.00], [2.29, 4.58, 2.92], [-0.09, 5.98, 2.53], [0.80, 4.30, 1.13], [-0.79, 3.41, -2.21], [-0.16, 3.12, -3.82], [-2.45, 2.77, -2.02], [-0.55, 5.12, -1.80], [-0.22, 2.83, -1.49], [-3.14, 3.88, 1.43], [-2.95, 5.58, 0.89], [-4.56, 3.16, 0.59], [-3.37, 3.70, 3.15], [-2.33, 3.26, 1.05], [-2.69, -5.31, -1.56], [-3.84, -6.42, -2.20], [-2.77, -5.52, 0.17], [-3.18, -3.59, -2.03], [-1.73, -5.60, -1.97]],
  "lowdin_spin": [3.909, 4.052, 0.001, 0.008, 0.005, -0.004, 0.001, 0.007, 0.006, -0.032, -0.014, 0.021, 0.000, 0.000, 0.000, 0.000, 0.000, 0.002, 0.000, 0.000, 0.000, 0.000, 0.000, 0.000, 0.000, 0.000, 0.001, 0.000, 0.000, 0.000, 0.000, 0.000, 0.000, 0.000, 0.000, 0.000, 0.000, 0.000, 0.000, 0.006, 0.004, 0.006, 0.022, 0.000],
  "e_lumo_ha": [-0.3518, -0.3103],
  "homo_ev": [-14.6, -14.6],
  "spin_multiplicity": 9,
  "charge": 2,
  "total_energy_ev": -302990.355,
  "e_above_lowest_kcal_mol": 24.4,
  "s_squared": 20.051,
  "gap_ev": [5.03, 6.16]
}